(1)
Formula: C64H120N4O28
Source: OMol25
Level of theory: ωB97M-V/def2-TZVPD

Last column: Mulliken charge in e.
Geometry (Å):
C: -3.476 -0.444 -5.030  -0.27
C: -2.206 -0.874 -4.876  -0.29
C: -1.166 0.011 -5.083  0.00
C: -1.466 1.305 -5.441  -0.64
C: -2.766 1.764 -5.613  -0.54
C: -3.820 0.830 -5.397  -0.55
N: -0.338 2.277 -5.501  1.17
O: 0.793 1.873 -5.453  -0.65
O: -0.629 3.449 -5.649  -0.64
H: -4.287 -1.149 -4.908  0.31
H: -1.985 -1.882 -4.561  0.51
H: -0.160 -0.375 -5.134  0.59
H: -2.846 2.809 -5.854  0.49
H: -4.840 1.230 -5.344  0.39
C: -5.944 0.439 -2.037  -0.70
C: -6.255 1.800 -2.319  -1.16
C: -5.317 2.802 -2.337  -0.77
C: -3.971 2.424 -2.117  -0.08
C: -3.615 1.073 -1.857  1.58
C: -4.647 0.084 -1.781  0.13
N: -2.880 3.354 -2.357  1.36
O: -1.797 3.014 -1.981  -0.59
O: -3.112 4.446 -2.834  -0.71
H: -6.780 -0.237 -1.953  0.45
H: -7.307 1.948 -2.629  0.37
H: -5.577 3.798 -2.520  0.64
H: -2.552 0.847 -1.695  -0.42
H: -4.490 -0.941 -1.525  -0.26
C: 3.290 -3.978 1.738  -0.42
C: 3.035 -4.470 0.456  0.14
C: 1.737 -4.739 0.125  -0.53
C: 0.743 -4.533 1.098  0.38
C: 0.972 -4.043 2.387  -0.88
C: 2.315 -3.668 2.649  -1.13
N: -0.667 -4.933 0.833  1.00
O: -1.397 -5.093 1.831  -0.65
O: -0.986 -5.036 -0.320  -0.55
H: 4.345 -3.671 2.003  0.33
H: 3.825 -4.496 -0.314  0.36
H: 1.417 -5.091 -0.882  0.21
H: 0.250 -4.027 3.188  0.97
H: 2.525 -3.300 3.613  0.73
C: 8.938 -0.597 -3.422  -1.02
C: 7.788 -0.173 -2.759  0.34
C: 6.683 -0.999 -2.631  0.39
C: 6.853 -2.305 -3.003  -0.79
C: 7.985 -2.789 -3.685  -0.91
C: 9.023 -1.880 -3.939  -0.46
N: 5.837 -3.252 -2.590  0.78
O: 4.776 -2.790 -2.246  -0.11
O: 6.040 -4.434 -2.747  -0.68
H: 9.807 0.056 -3.562  0.42
H: 7.616 0.789 -2.282  0.22
H: 5.785 -0.729 -2.122  0.89
H: 7.973 -3.806 -4.015  0.57
H: 9.916 -2.221 -4.442  0.40
C: 7.260 -4.068 2.114  -0.84
O: 6.677 -2.775 1.999  -0.35
C: 6.999 -2.051 0.833  -0.47
C: 6.325 -0.697 0.863  2.95
O: 6.830 0.007 1.995  -0.55
C: 5.941 0.083 3.071  -0.49
H: 6.831 -4.894 1.361  0.20
H: 6.975 -4.343 3.097  0.31
H: 8.299 -4.104 1.933  0.38
H: 6.709 -2.651 -0.095  0.11
H: 8.056 -1.814 0.790  0.55
H: 5.234 -0.603 0.876  -1.27
H: 6.714 -0.180 -0.068  -1.02
H: 5.749 -0.956 3.386  0.19
H: 5.024 0.660 2.838  0.09
H: 6.525 0.488 3.922  0.33
C: 3.945 4.275 1.603  -0.82
O: 2.847 3.393 1.309  0.32
C: 1.976 4.123 0.450  -1.69
C: 0.600 3.459 0.399  1.14
O: -0.086 3.844 1.609  -0.56
C: -1.401 3.285 1.648  0.75
H: 3.612 5.232 1.982  0.35
H: 4.717 4.379 0.812  0.15
H: 4.454 3.723 2.466  0.21
H: 2.404 4.074 -0.549  0.44
H: 1.825 5.161 0.736  0.45
H: 0.784 2.378 0.362  -0.46
H: 0.082 3.852 -0.425  0.43
H: -1.396 2.664 2.527  -0.03
H: -1.467 2.527 0.860  -0.07
H: -2.213 3.988 1.607  -0.53
C: 2.734 -0.613 -4.241  -0.66
O: 1.773 -1.643 -4.291  0.34
C: 2.318 -2.854 -4.831  -0.27
C: 1.110 -3.748 -5.087  -1.14
O: 0.319 -3.882 -3.926  0.18
C: -0.533 -5.047 -4.056  -0.91
H: 3.611 -1.049 -3.852  -0.10
H: 2.347 0.253 -3.655  -0.01
H: 3.038 -0.278 -5.189  0.75
H: 2.939 -3.300 -4.073  -0.01
H: 2.885 -2.820 -5.769  0.51
H: 1.389 -4.761 -5.355  0.55
H: 0.428 -3.378 -5.872  0.39
H: -1.112 -5.095 -3.135  0.12
H: 0.009 -5.917 -4.342  0.37
H: -1.237 -4.817 -4.971  0.28
C: -6.174 -4.469 3.175  -0.70
O: -5.665 -3.252 2.811  -0.27
C: -4.267 -3.344 2.533  -0.22
C: -3.342 -3.570 3.731  0.29
O: -3.528 -2.581 4.741  -0.53
C: -3.474 -1.200 4.383  0.04
H: -6.263 -5.179 2.361  0.25
H: -7.195 -4.320 3.612  0.29
H: -5.548 -4.972 3.967  0.29
H: -4.007 -2.430 1.938  -0.47
H: -4.183 -4.175 1.784  0.50
H: -2.283 -3.623 3.372  -0.37
H: -3.648 -4.520 4.118  0.58
H: -2.578 -0.957 3.847  -0.09
H: -3.352 -0.716 5.409  -0.11
H: -4.357 -0.880 3.807  0.48
C: -4.377 1.645 1.464  0.57
O: -4.647 1.469 2.871  -0.40
C: -4.325 2.639 3.637  0.00
C: -3.856 2.332 5.070  -0.98
O: -2.522 1.880 5.054  0.12
C: -1.843 1.831 6.301  -0.84
H: -4.774 2.619 1.214  0.28
H: -4.831 0.863 0.859  -0.03
H: -3.341 1.750 1.280  -0.35
H: -5.137 3.297 3.771  0.44
H: -3.488 3.236 3.211  -0.22
H: -4.502 1.587 5.605  0.33
H: -4.016 3.244 5.727  0.46
H: -2.173 0.950 6.899  0.23
H: -1.934 2.801 6.847  0.30
H: -0.795 1.774 6.041  0.25
C: -3.179 7.069 2.306  -0.92
O: -3.316 5.897 1.554  0.04
C: -3.282 6.038 0.138  0.16
C: -4.701 6.293 -0.455  -0.93
O: -5.563 5.212 -0.211  -0.06
C: -6.491 5.432 0.755  -0.86
H: -3.199 6.715 3.405  0.23
H: -4.043 7.794 2.234  0.29
H: -2.265 7.644 2.130  0.30
H: -2.780 5.159 -0.375  -0.34
H: -2.667 6.897 -0.251  0.40
H: -4.527 6.446 -1.480  0.45
H: -5.139 7.241 -0.067  0.44
H: -7.212 6.257 0.600  0.31
H: -6.005 5.558 1.728  0.25
H: -7.063 4.465 0.758  0.24
C: -1.536 -0.618 0.516  1.66
O: -0.749 0.163 -0.410  0.92
C: -0.278 -0.553 -1.574  -0.02
C: 0.619 -1.820 -1.217  -1.26
O: 1.495 -1.656 -0.089  1.25
C: 2.339 -0.571 -0.289  0.37
H: -1.066 -1.534 0.779  -0.06
H: -2.553 -0.739 0.049  -0.95
H: -1.476 0.044 1.367  -0.96
H: 0.343 0.218 -2.070  -0.28
H: -1.050 -0.931 -2.241  -0.09
H: 1.193 -2.032 -2.027  0.03
H: -0.010 -2.646 -0.993  0.07
H: 1.800 0.400 -0.184  -0.14
H: 2.899 -0.500 -1.231  -0.17
H: 3.052 -0.630 0.523  -0.86
C: 4.332 2.332 -1.911  0.67
O: 5.084 3.522 -2.163  -0.47
C: 6.255 3.297 -2.928  -0.61
C: 7.440 3.425 -1.991  -0.69
O: 7.394 2.424 -1.016  0.04
C: 8.532 2.289 -0.149  -0.81
H: 4.941 1.555 -1.357  -0.09
H: 4.101 1.881 -2.881  0.45
H: 3.396 2.640 -1.391  -0.73
H: 6.272 4.070 -3.700  0.41
H: 6.340 2.332 -3.401  0.26
H: 7.545 4.452 -1.603  0.45
H: 8.322 3.338 -2.641  0.31
H: 8.163 1.644 0.621  0.15
H: 8.939 3.229 0.273  0.36
H: 9.385 1.753 -0.654  0.24
C: -9.050 -1.560 -0.720  -0.84
O: -7.898 -2.316 -0.997  -0.27
C: -7.475 -3.328 -0.162  -0.58
C: -6.188 -3.835 -0.647  -0.88
O: -5.088 -3.026 -0.337  0.18
C: -3.855 -3.568 -0.876  -1.03
H: -9.399 -1.843 0.258  0.43
H: -9.806 -1.576 -1.499  0.25
H: -8.646 -0.495 -0.477  0.24
H: -8.174 -4.140 -0.246  0.37
H: -7.392 -2.979 0.858  0.50
H: -6.149 -3.897 -1.758  0.31
H: -6.002 -4.796 -0.244  0.46
H: -3.868 -4.656 -0.626  0.68
H: -3.078 -3.030 -0.307  -0.19
H: -3.770 -3.452 -1.979  0.50
C: 1.305 2.529 4.489  -0.25
O: 1.250 1.139 4.701  -0.62
C: 0.498 0.425 3.685  2.55
C: 1.159 -0.870 3.427  0.00
O: 1.218 -1.694 4.555  -0.46
C: -0.088 -2.042 4.940  -0.61
H: 1.706 2.865 3.542  -0.23
H: 1.912 2.912 5.278  0.52
H: 0.344 3.061 4.559  0.08
H: 0.438 1.012 2.719  -0.81
H: -0.597 0.268 3.898  -0.94
H: 2.121 -0.815 2.994  0.57
H: 0.532 -1.395 2.743  -0.43
H: -0.036 -3.000 5.468  0.44
H: -0.791 -2.170 4.126  -0.08
H: -0.568 -1.327 5.579  0.31

**Net charge**: 0
**HOMO-LUMO gap**: 8.162 eV
**E_LUMO**: -0.8 eV

(2)
Formula: CHN2O5P
Source: OMol25
Level of theory: ωB97M-V/def2-TZVPD

Last column: Mulliken charge in e.
Geometry (Å):
C: 1.219 2.006 -0.204  0.18
N: 1.388 2.838 -0.977  -0.30
N: -0.936 -1.393 -0.501  0.97
O: -0.462 -1.239 -1.591  -0.52
O: -0.627 -2.009 0.487  -0.52
O: -1.852 -0.590 -0.356  -0.35
O: 1.129 0.650 2.190  -0.26
O: 2.067 -0.109 1.354  -0.24
P: 0.710 0.431 0.629  0.64
H: -2.637 -0.586 -1.029  0.41

**Structure (SMILES)**: O=[N+]([O-])O.N#Cp1oo1
**Net charge**: 0
**HOMO-LUMO gap**: 10.432 eV
**E_LUMO**: -0.9 eV
**Relative energy (zero: lowest compared OMol25 entry of this formula, charge and spin)**: 3.277 eV

(3)
Formula: C3H16O4S
Source: OMol25
Level of theory: ωB97M-V/def2-TZVPD

Last column: Mulliken charge in e.
Geometry (Å):
C: 1.119 -1.060 1.216  -0.97
C: 0.985 0.473 1.607  -0.49
C: 2.300 1.251 1.599  -0.46
S: 3.131 1.078 -0.024  -0.25
H: 1.803 -1.614 1.851  0.34
H: 1.592 -1.181 0.227  0.34
H: 0.077 -1.379 1.331  0.25
H: 0.099 1.013 1.072  0.25
H: 0.584 0.533 2.655  0.31
H: 3.032 1.107 2.390  0.34
H: 2.020 2.321 1.701  0.26
H: 2.250 1.101 -1.016  0.09
H: -2.902 -4.641 0.273  0.31
H: -2.347 -4.862 -1.077  0.32
O: -2.653 -4.134 -0.508  -0.65
H: -4.745 0.724 -0.689  0.32
H: -3.785 0.086 -1.610  0.32
O: -4.086 0.984 -1.349  -0.64
H: 1.757 4.249 -2.287  0.31
H: 1.790 4.717 -0.812  0.31
O: 2.113 4.915 -1.695  -0.62
H: -1.743 -2.584 -1.534  0.34
H: -1.272 -1.150 -1.400  0.29
O: -1.119 -1.947 -1.923  -0.61

**Structure (SMILES)**: CCCS.O.O.O.O
**Net charge**: 0
**HOMO-LUMO gap**: 9.132 eV
**E_LUMO**: 0.2 eV
**Relative energy (zero: lowest compared OMol25 entry of this formula, charge and spin)**: 1.808 eV

(4)
Formula: C27H57Cl2NP2PdSi
Source: OMol25
Level of theory: ωB97M-V/def2-TZVPD

Last column: Mulliken charge in e.
Geometry (Å):
Pd: -0.021 0.654 -0.700  0.05
Cl: 1.212 0.873 -2.619  -0.51
P: 1.934 2.475 0.306  0.03
C: 2.537 3.772 -0.824  0.75
C: 1.605 3.149 1.971  0.52
C: 3.123 1.110 0.246  1.22
C: 1.398 4.353 -1.665  -1.26
H: 3.210 3.219 -1.504  0.51
C: 3.350 4.866 -0.123  -1.59
H: 2.727 5.470 0.550  0.29
H: 3.759 5.537 -0.892  0.47
H: 4.198 4.462 0.444  0.33
H: 0.950 3.573 -2.293  0.23
H: 1.808 5.127 -2.327  0.49
H: 0.619 4.814 -1.044  0.24
H: 3.139 0.886 -0.837  0.39
C: 2.629 -0.141 0.968  -1.51
C: 4.518 1.539 0.700  -1.56
H: 4.967 2.266 0.012  0.38
H: 5.169 0.654 0.720  0.45
H: 4.507 1.969 1.713  0.34
H: 1.547 -0.318 0.821  -0.03
H: 2.820 -0.097 2.046  0.00
H: 3.154 -1.014 0.563  0.64
C: 0.401 4.095 1.919  -1.48
H: 2.516 3.724 2.221  0.76
C: 1.390 2.067 3.032  -1.44
H: 0.546 4.941 1.235  0.33
H: 0.239 4.505 2.925  0.48
H: -0.502 3.537 1.633  0.18
H: 0.578 1.390 2.723  0.15
H: 1.075 2.544 3.970  0.55
H: 2.296 1.486 3.239  0.24
Cl: -1.355 0.962 1.155  -0.60
H: 0.575 2.205 -0.192  0.17
P: -1.957 -0.160 -2.328  -0.46
C: -1.356 -1.474 -3.483  0.82
C: -3.411 -0.869 -1.419  0.62
C: -2.414 1.273 -3.390  0.84
C: -0.241 -2.299 -2.839  -1.23
H: -0.907 -0.884 -4.304  0.61
C: -2.463 -2.376 -4.039  -1.68
H: -2.858 -3.045 -3.260  0.25
H: -2.024 -2.998 -4.832  0.50
H: -3.293 -1.806 -4.476  0.34
H: 0.594 -1.649 -2.552  0.14
H: 0.128 -3.035 -3.566  0.52
H: -0.590 -2.841 -1.948  0.02
H: -1.452 1.471 -3.896  0.42
C: -2.778 2.517 -2.568  -1.47
C: -3.477 0.909 -4.433  -1.47
H: -3.079 0.212 -5.182  0.32
H: -3.786 1.826 -4.953  0.46
H: -4.369 0.463 -3.966  0.27
H: -2.212 2.577 -1.627  0.20
H: -3.852 2.552 -2.343  0.33
H: -2.530 3.406 -3.163  0.46
C: -2.900 -1.956 -0.459  -1.21
H: -4.044 -1.329 -2.201  0.87
C: -4.223 0.196 -0.679  -1.43
H: -2.662 -2.896 -0.974  0.03
H: -3.678 -2.172 0.287  0.64
H: -2.001 -1.625 0.087  -0.12
H: -3.588 0.724 0.050  0.07
H: -5.030 -0.311 -0.131  0.54
H: -4.681 0.921 -1.364  0.27
C: 1.995 -3.497 -0.424  -0.69
Si: 0.947 -3.900 1.086  0.10
C: -0.332 -5.198 0.620  -1.13
C: 2.093 -4.589 2.403  -1.17
N: 0.088 -2.521 1.650  0.44
C: -0.259 -1.975 2.794  -0.39
C: -1.640 -1.689 3.092  0.13
C: -2.037 -1.260 4.345  -0.88
C: -1.088 -1.053 5.359  -0.14
C: 0.277 -1.224 5.081  -0.94
C: 0.695 -1.631 3.823  -0.06
H: 3.031 -3.830 -0.266  0.45
H: 2.013 -2.425 -0.651  -0.23
H: 1.615 -4.024 -1.312  0.36
H: 0.084 -6.206 0.751  0.40
H: -1.214 -5.103 1.268  0.31
H: -0.661 -5.093 -0.421  0.26
H: 2.460 -5.581 2.103  0.40
H: 2.964 -3.939 2.562  0.27
H: 1.573 -4.695 3.364  0.33
H: -2.360 -1.865 2.292  0.18
H: -3.097 -1.094 4.535  0.37
H: -1.410 -0.758 6.353  0.40
H: 1.023 -1.047 5.857  0.33
H: 1.756 -1.777 3.595  0.24

**Net charge**: 0
**HOMO-LUMO gap (alpha / beta)**: 2.245 / 3.543 eV
**Multiplicity**: 5
**E_LUMO (alpha / beta)**: 0.2 / -3.1 eV
**<S²>**: 6.031

(5)
Formula: C26H31N6O2STa
Source: OMol25
Level of theory: ωB97M-V/def2-TZVPD

Last column: Mulliken charge in e.
Geometry (Å):
Ta: 0.238 0.067 -0.465  1.85
C: -0.068 -0.158 2.956  -1.69
N: -0.906 -0.355 1.732  0.35
C: -2.067 0.575 1.884  -1.45
C: -1.592 2.029 1.871  -0.39
C: -1.733 2.629 0.490  -1.37
N: -1.288 1.678 -0.585  -0.07
C: -1.854 1.972 -1.719  0.01
C: -1.871 1.213 -2.929  0.36
C: -2.360 1.776 -4.117  -0.78
C: -2.453 0.996 -5.249  -0.88
C: -2.098 -0.351 -5.192  -0.63
C: -1.643 -0.942 -4.022  -0.94
C: -1.527 -0.145 -2.893  0.80
O: -1.065 -0.621 -1.717  -0.60
C: -1.394 -1.772 1.779  -1.09
C: -0.545 -2.671 0.894  0.22
C: 0.959 -2.597 1.131  -1.26
N: 1.458 -1.223 0.851  0.31
C: 2.583 -0.892 1.383  -0.27
C: 3.188 0.415 1.379  0.95
C: 4.488 0.580 1.879  -1.04
C: 5.030 1.846 1.979  -0.93
C: 4.270 2.957 1.618  -0.59
C: 2.970 2.826 1.147  -0.98
C: 2.448 1.551 1.013  0.25
O: 1.176 1.372 0.591  0.02
H: -0.730 -0.114 3.823  0.37
H: 0.520 0.751 2.906  0.51
H: 0.601 -0.996 3.103  0.57
H: -2.592 0.328 2.811  0.69
H: -2.758 0.378 1.062  0.65
H: -0.552 2.090 2.175  0.13
H: -2.149 2.632 2.586  0.52
H: -1.194 3.570 0.384  0.32
H: -2.790 2.818 0.299  0.69
H: -2.441 2.890 -1.747  0.60
H: -2.657 2.817 -4.136  0.48
H: -2.815 1.422 -6.174  0.45
H: -2.185 -0.958 -6.083  0.46
H: -1.387 -1.988 -3.989  0.44
H: -2.434 -1.802 1.454  0.55
H: -1.375 -2.114 2.816  0.31
H: -0.752 -2.429 -0.152  -0.24
H: -0.877 -3.705 0.998  0.56
H: 1.471 -3.296 0.468  0.42
H: 1.215 -2.854 2.161  0.82
H: 3.127 -1.666 1.929  0.48
H: 5.059 -0.285 2.192  0.51
H: 6.035 1.978 2.353  0.45
H: 4.698 3.946 1.716  0.49
H: 2.377 3.688 0.876  0.58
S: 3.240 2.349 -3.163  -0.25
C: 2.117 1.519 -2.476  0.85
N: 1.261 0.863 -1.945  -0.59
C: 3.731 -1.191 -1.734  -1.23
C: 2.512 -1.979 -2.058  0.25
N: 1.250 -1.824 -1.654  0.85
C: 0.538 -2.864 -2.235  -0.87
C: 1.365 -3.637 -2.971  -1.02
N: 2.604 -3.065 -2.845  -0.01
H: 3.509 -0.317 -1.135  -0.14
H: 4.219 -0.848 -2.647  0.50
H: 4.447 -1.809 -1.187  0.36
H: -0.520 -2.983 -2.099  0.64
H: 1.194 -4.519 -3.561  0.45
H: 3.454 -3.389 -3.279  0.24

**Net charge**: +2
**HOMO-LUMO gap**: 7.434 eV
**E_LUMO**: -6.8 eV
**Relative energy (zero: lowest compared OMol25 entry of this formula, charge and spin)**: 0.700 eV

(6)
Formula: C8H15Cl4IO3S
Source: OMol25
Level of theory: ωB97M-V/def2-TZVPD

Last column: Mulliken charge in e.
Geometry (Å):
O: 4.769 -0.266 -0.888  -0.60
S: 3.715 0.080 0.229  1.07
O: 4.504 0.109 1.562  -0.60
O: 3.028 1.577 -0.210  -0.30
C: 1.731 1.814 0.443  -0.01
C: 0.599 0.657 0.183  -0.05
C: 1.088 -0.727 0.913  -0.62
C: 2.443 -1.345 0.155  -0.55
I: 2.103 -1.685 -2.014  0.15
H: 1.297 2.815 -0.040  -0.04
H: 1.783 2.009 1.596  0.28
H: 0.280 0.545 -0.937  0.25
H: -0.381 1.011 0.765  -0.08
H: 0.251 -1.527 1.082  0.29
H: 1.475 -0.412 1.996  0.29
H: 2.844 -2.325 0.696  0.47
Cl: 0.159 -4.842 -2.275  -0.15
C: -1.561 -4.940 -2.727  -0.46
C: -2.147 -3.577 -3.058  -0.47
Cl: -2.274 -2.533 -1.620  -0.16
H: -2.101 -5.422 -1.906  0.32
H: -1.621 -5.593 -3.603  0.30
H: -3.160 -3.694 -3.454  0.33
H: -1.547 -3.051 -3.807  0.30
Cl: -0.719 4.395 0.650  -0.14
C: -2.048 4.616 1.815  -0.43
C: -2.329 3.353 2.613  -0.52
Cl: -3.027 2.061 1.604  -0.18
H: -2.933 4.948 1.263  0.33
H: -1.746 5.422 2.491  0.30
H: -3.056 3.565 3.402  0.34
H: -1.421 2.962 3.083  0.31

**Net charge**: 0
**HOMO-LUMO gap**: 9.033 eV
**E_LUMO**: -0.2 eV